No. 1
Entry from the Open Molecules 2025 dataset: the ion C5H8N with charge +1 at a distorted geometry (ωB97M-V with the def2-TZVPD basis set).

Spin multiplicity: 3
Total charge: +1
M: 82.13 g/mol
ΔE to the lowest compared entry with this formula, charge and spin: 100.44 kcal per mole
Calculated total energy: -6790.2207 eV
HOMO level (spin up / spin down): -10.65 / -15.26 eV

Cartesian coordinates (Å):
C  1.957  0.332  0.547
H  0.007  -1.694  -0.191
H  2.094  -1.113  -1.181
H  -1.816  -1.441  0.308
H  -2.787  0.607  0.088
H  -1.967  1.927  -0.403
H  0.984  1.613  -0.995
C  -0.743  -1.136  0.391
C  0.823  0.631  -0.514
H  2.587  0.490  1.374
C  -0.688  0.329  -0.134
C  1.863  -0.392  -0.504
N  -1.879  0.986  -0.161
H  -0.434  -1.139  1.376

=====

No. 2
Entry from the Open Molecules 2025 dataset: the ion C5H8N with charge +1 at a distorted geometry (ωB97M-V with the def2-TZVPD basis set).

Spin multiplicity: 3
Total charge: +1
M: 82.13 g/mol
ΔE to the lowest compared entry with this formula, charge and spin: 60.31 kcal per mole
Calculated total energy: -6791.9608 eV
HOMO level (spin up / spin down): -13.60 / -16.72 eV

Cartesian coordinates (Å):
H  -1.718  -0.938  0.794
H  0.242  -0.080  -1.453
H  0.684  1.518  0.940
C  2.100  -0.762  0.163
H  0.278  -1.990  0.528
H  -2.112  -0.086  -0.765
C  -0.056  -0.156  -0.313
N  2.269  0.526  -0.124
H  -1.674  0.918  0.605
C  0.735  -1.199  0.157
C  -1.488  -0.034  0.055
H  2.937  -1.397  0.321
H  1.057  2.036  -0.745
C  1.115  1.170  -0.075

=====

No. 3
Entry from the Open Molecules 2025 dataset: the molecule C5H8N2 at a distorted geometry (ωB97M-V with the def2-TZVPD basis set).

Total charge: 0
M: 96.13 g/mol
ΔE to the lowest compared entry with this formula, charge and spin: 93.12 kcal per mole
Calculated total energy: -8290.9583 eV
HOMO level: -8.14 eV

Cartesian coordinates (Å):
H  -1.510  1.193  1.007
H  1.771  -0.260  1.590
C  0.225  0.278  0.091
H  0.465  -0.768  -1.831
H  -1.641  -1.748  -1.275
C  -1.852  -0.886  0.726
H  2.290  -0.495  -0.153
H  -0.740  0.555  -1.861
N  -1.537  -1.140  -0.506
H  1.542  1.671  -0.614
N  1.176  1.358  0.279
C  -0.930  0.262  1.093
H  -0.563  0.225  2.125
C  1.597  -0.023  0.543
C  -0.291  -0.221  -1.215

=====

No. 4
Entry from the Open Molecules 2025 dataset: the molecule C5H8N2 at a distorted geometry (ωB97M-V with the def2-TZVPD basis set).

Total charge: 0
SMILES: C[C@H]1[C@@H](C#N)N1C
M: 96.13 g/mol
ΔE to the lowest compared entry with this formula, charge and spin: 50.44 kcal per mole
Calculated total energy: -8292.8091 eV
HOMO level: -9.66 eV

Cartesian coordinates (Å):
H  -1.515  -0.359  1.005
C  1.075  -0.981  0.844
H  1.219  -2.063  0.792
N  1.082  -0.467  -0.508
H  -2.040  -1.261  -0.369
H  0.098  -0.790  1.281
C  -0.247  -0.172  -1.000
H  -2.197  0.506  -0.310
H  -0.399  -0.472  -2.040
H  1.413  1.383  -1.523
N  0.030  2.719  0.974
C  0.394  1.891  0.251
C  0.771  0.928  -0.762
H  1.846  -0.534  1.470
C  -1.531  -0.329  -0.103